C5H11NO | ωB97M-V/def2-TZVPD

Values from the calculation:
Frontier orbital gap = 0.367 Ha
LUMO = 0.0271 Eh
SMILES string = CCC(=O)N(C)C
ΔE to the lowest compared entry with this formula, charge and spin = 46.5 kcal/mol

Geometry (Å):
C  1.416  -0.056  -0.494
C  1.444  -1.154  -1.566
C  0.224  0.793  -0.102
N  -0.584  -0.038  0.697
C  -1.890  0.644  1.027
C  -0.686  -1.579  0.668
O  0.152  2.006  -0.172
H  1.721  -0.583  0.467
H  2.234  0.794  -0.645
H  1.032  -2.181  -1.206
H  2.494  -1.480  -1.841
H  1.087  -0.787  -2.568
H  -1.651  1.679  1.176
H  -2.379  0.142  1.907
H  -2.522  0.660  0.107
H  -1.440  -1.878  1.336
H  0.321  -2.173  0.883
H  -1.072  -1.857  -0.319


C5H9NO | ωB97M-V/def2-TZVPD

Values from the calculation:
Frontier orbital gap = 0.313 Ha
LUMO = -0.0150 Eh
SMILES string = CC1=C(N=O)CC1.[H][H]
ΔE to the lowest compared entry with this formula, charge and spin = 116.9 kcal/mol

Geometry (Å):
C  -1.406  -1.038  -0.428
C  -0.538  0.094  -0.018
C  -0.860  1.546  0.273
C  0.654  1.740  0.603
C  0.767  0.277  0.258
N  1.836  -0.635  0.223
O  2.899  -0.138  0.546
H  -2.021  -0.755  -1.290
H  -2.096  -1.293  0.387
H  -0.822  -1.926  -0.680
H  1.038  -3.318  -1.280
H  -1.219  2.112  -0.594
H  -1.547  1.708  1.111
H  0.871  1.993  1.645
H  1.194  2.427  -0.056
H  1.335  -2.739  -0.914


C20H21ClF3N3O8S3 | ωB97M-V/def2-TZVPD

Values from the calculation:
Frontier orbital gap = 0.194 Ha
LUMO = -0.1189 Eh

Geometry (Å):
O  1.774  -4.593  2.383
C  0.821  -3.935  1.671
O  0.986  -3.914  0.201
C  -0.459  -3.147  2.404
C  -0.625  -1.702  1.621
C  -1.974  -0.849  2.111
C  -2.258  0.252  0.885
C  -1.384  1.678  0.859
C  -0.264  2.010  2.010
C  1.232  2.369  1.440
C  2.196  1.048  1.311
S  4.059  1.468  1.368
C  4.850  -0.253  1.589
S  3.923  -1.709  1.415
N  6.327  -0.470  1.910
C  7.183  -0.369  0.639
C  8.647  -0.669  1.313
N  8.480  -0.917  2.801
C  7.022  -0.787  3.217
C  -1.738  2.759  -0.367
C  -1.025  4.229  -0.540
O  -0.101  4.349  -1.531
O  -1.283  5.427  0.275
C  -2.910  2.381  -1.498
C  -3.667  0.936  -1.311
N  -3.341  -0.052  -0.171
C  -4.192  -1.320  -0.158
C  -3.345  -2.705  -0.389
O  -3.509  -3.670  0.558
Cl  -2.187  -3.054  -1.800
H  1.902  -3.528  0.005
H  -0.118  -3.022  3.540
H  -1.453  -3.797  2.342
H  -0.678  -1.839  0.451
H  0.293  -1.041  1.940
H  -1.772  -0.281  3.140
H  -2.887  -1.566  2.297
H  -0.697  2.908  2.658
H  -0.114  1.120  2.792
H  1.731  3.085  2.255
H  1.251  2.926  0.411
H  1.998  0.305  2.194
H  2.022  0.579  0.239
H  6.842  -0.151  -0.459
H  9.592  -0.663  0.622
H  6.494  -0.925  4.252
H  -0.679  6.155  -0.108
H  -3.155  3.170  -2.338
H  -4.516  0.660  -2.088
H  -4.983  -1.259  -1.049
H  -4.841  -1.351  0.830
C  -3.051  -0.057  -6.337
F  -2.531  0.395  -7.523
F  -3.485  -1.335  -6.584
F  -1.981  -0.186  -5.487
S  -4.393  1.052  -5.659
O  -5.443  1.073  -6.687
O  -3.757  2.361  -5.458
O  -4.827  0.423  -4.404


C14H21Cl2CoN2O2S5 | ωB97M-V/def2-TZVPD

Values from the calculation:
Frontier orbital gap (alpha / beta) = 0.284 / 0.284 Ha
LUMO (alpha / beta) = -0.2590 / -0.2590 Eh
Charge = +2
ΔE to the lowest compared entry with this formula, charge and spin = 0.0 kcal/mol

Geometry (Å):
Co  -0.284  0.581  -0.198
C  -3.336  -0.050  0.274
C  -2.844  0.112  1.711
S  -1.002  0.152  1.871
C  -0.732  1.756  2.752
C  0.325  2.653  2.109
S  -0.103  2.721  0.350
C  1.321  3.238  -0.638
C  0.953  2.889  -2.081
S  0.316  1.166  -2.280
C  -1.309  1.443  -3.114
C  -2.456  0.679  -2.459
S  -2.420  1.152  -0.715
H  -4.397  0.196  0.226
H  -3.160  -1.047  -0.114
H  -3.193  -0.721  2.318
H  -3.220  1.032  2.156
H  -0.435  1.513  3.771
H  -1.696  2.261  2.789
H  1.332  2.267  2.233
H  0.247  3.658  2.521
H  2.224  2.733  -0.305
H  1.449  4.315  -0.533
H  1.835  2.972  -2.713
H  0.192  3.565  -2.467
H  -1.190  1.115  -4.146
H  -1.502  2.515  -3.114
H  -2.351  -0.399  -2.551
H  -3.401  1.004  -2.895
Cl  -1.751  -2.971  -3.301
C  -1.040  -3.297  -1.705
Cl  -0.043  -4.739  -1.701
C  -0.231  -2.047  -1.331
O  -0.959  -1.140  -0.772
O  0.945  -1.955  -1.633
H  -1.859  -3.456  -1.012
S  1.902  0.379  0.516
C  2.507  -1.127  1.187
N  2.465  -2.281  0.495
C  3.040  -3.406  0.951
C  3.704  -3.373  2.148
C  3.717  -2.152  2.817
N  3.122  -1.055  2.355
H  1.961  -2.267  -0.415
H  2.945  -4.281  0.323
H  4.190  -4.251  2.546
H  4.221  -2.051  3.771


C3H6Cl2OSi | ωB97M-V/def2-TZVPD

Values from the calculation:
Frontier orbital gap = 0.314 Ha
LUMO = -0.0010 Eh
ΔE to the lowest compared entry with this formula, charge and spin = 29.7 kcal/mol

Geometry (Å):
C  -0.272  -0.879  0.894
C  1.070  -0.593  0.325
C  -1.186  0.321  0.805
O  1.185  0.072  -0.983
Si  -0.023  0.971  -1.551
Cl  -0.491  0.427  -3.421
Cl  0.349  2.987  -1.446
H  -0.796  -1.606  0.225
H  -0.228  -1.315  1.908
H  1.930  -0.149  0.995
H  1.687  -1.526  0.039
H  -2.212  0.206  0.710
H  -1.014  1.085  1.501


Here are the calculated calculated total energy numbers, same order: -8899.6793; -8864.1421; -95089.5817; -138769.3571; -38179.4372 (eV).